No. 1
DFT (wB97M-V/def2-TZVPD) results for a structure of composition C22H39GeN2O3S3SbSeTi.

Output
Frontier orbital gap: 7.4 eV
LUMO: -1.1 eV
E_tot: -7959.722540 Eh
Total charge: 0
E_HOMO: -8.45 eV

Element x y z (Å)
Ti1 0.434 0.295 0.676
C1 -4.390 2.292 -0.630
C2 -3.684 0.949 -0.810
C3 -4.336 -0.098 0.084
C4 -3.739 0.508 -2.270
O1 -2.323 1.053 -0.379
Ge1 -1.124 2.267 -1.040
O2 0.244 0.803 -1.223
C5 0.913 0.632 -2.507
C6 -0.157 0.372 -3.560
C7 1.683 1.916 -2.795
C8 1.875 -0.543 -2.445
O3 -0.238 2.214 0.697
C9 -0.218 3.380 1.563
C10 0.470 3.006 2.865
C11 -1.657 3.807 1.820
C12 0.576 4.466 0.848
H1 -5.446 2.217 -0.894
H2 -4.312 2.615 0.409
H3 -3.939 3.057 -1.268
H4 -5.389 -0.224 -0.175
H5 -3.837 -1.063 -0.022
H6 -4.271 0.212 1.129
H7 -4.771 0.377 -2.598
H8 -3.272 1.256 -2.916
H9 -3.211 -0.438 -2.402
H10 -0.819 1.233 -3.678
H11 0.310 0.176 -4.526
H12 -0.751 -0.498 -3.278
H13 1.011 2.777 -2.828
H14 2.438 2.091 -2.026
H15 2.185 1.842 -3.761
H16 1.348 -1.490 -2.345
H17 2.457 -0.563 -3.367
H18 2.568 -0.429 -1.611
H19 -0.100 2.256 3.413
H20 1.475 2.626 2.675
H21 0.558 3.892 3.496
H22 -2.218 2.986 2.268
H23 -1.681 4.663 2.496
H24 -2.152 4.102 0.891
H25 1.590 4.119 0.643
H26 0.102 4.742 -0.097
H27 0.634 5.360 1.471
S1 -1.636 -2.959 4.894
Sb1 -0.950 -2.669 2.825
S2 -1.284 -0.107 2.409
S3 0.660 -0.539 3.005
C13 4.656 -3.471 1.369
N1 3.236 -3.714 1.181
C14 2.630 -4.158 2.424
C15 2.583 -2.517 0.676
C16 1.191 -2.751 0.129
C17 0.855 -4.023 -0.330
C18 -0.389 -4.282 -0.886
C19 -1.312 -3.255 -1.021
C20 -0.972 -1.980 -0.592
C21 0.258 -1.704 0.013
H28 5.141 -4.381 1.724
H29 4.852 -2.668 2.098
H30 5.112 -3.188 0.420
H31 3.154 -5.039 2.795
H32 1.588 -4.436 2.259
H33 2.666 -3.381 3.206
H34 3.200 -2.117 -0.135
H35 2.557 -1.733 1.447
H36 1.591 -4.813 -0.238
H37 -0.632 -5.282 -1.222
H38 -2.283 -3.444 -1.466
H39 -1.685 -1.173 -0.714
Se1 4.706 2.424 0.364
C22 3.308 1.415 0.607
N2 2.361 0.730 0.769

=====

No. 2
DFT (wB97M-V/def2-TZVPD) results for a structure of composition H43O21.

Output
Frontier orbital gap: 10.3 eV
LUMO: -2.8 eV
E_tot: -1605.456165 Eh
Total charge: +1
E_HOMO: -13.02 eV

Element x y z (Å)
O1 3.785 -2.229 0.445
H1 -0.923 0.279 -3.005
H2 2.395 4.585 -1.522
O2 3.398 1.553 2.163
H3 4.383 1.583 2.206
H4 3.035 2.200 -2.639
O3 -2.965 0.795 -1.340
H5 -3.061 0.171 -0.632
H6 0.414 -3.038 1.498
O4 -3.521 -0.203 1.154
H7 1.679 -2.095 0.559
H8 0.101 -1.389 -0.274
O5 -2.808 3.617 -2.138
H9 0.220 3.431 -2.795
H10 -3.763 3.607 -2.035
O6 1.356 -2.705 1.606
H11 0.846 -2.280 -1.288
H12 0.581 -4.619 -0.434
O7 -1.946 -1.648 3.338
H13 -2.468 2.789 -1.780
H14 1.126 -1.919 2.342
O8 3.345 1.585 -1.978
H15 3.874 -2.613 1.313
H16 -1.288 -3.365 -3.732
O9 2.085 -3.044 -2.815
H17 -2.225 -2.066 0.363
H18 2.095 -2.366 -3.527
O10 -0.453 2.771 -2.854
H19 -1.029 0.653 -4.514
H20 -1.173 3.509 -2.973
O11 1.306 -0.164 1.683
H21 0.857 0.578 2.053
H22 2.263 0.049 1.629
O12 0.865 -1.356 3.638
H23 0.517 -0.476 3.753
H24 0.023 -1.933 3.726
O13 -1.360 -2.229 0.827
H25 2.032 -2.322 -2.100
H26 -1.639 -2.082 1.728
O14 0.015 -4.480 -1.188
H27 0.174 -5.213 -1.759
H28 4.155 1.103 -2.028
O15 1.939 4.005 -0.938
H29 1.614 1.563 -0.025
H30 3.366 1.434 3.110
O16 0.079 2.580 3.224
H31 -3.020 0.215 1.878
O17 -3.290 2.651 1.704
H32 -3.167 3.596 1.491
H33 -4.160 2.842 2.180
O18 0.812 2.073 0.102
H34 0.530 2.378 -0.742
H35 3.165 -1.429 0.613
O19 1.008 -1.622 -0.491
H36 -2.410 -0.849 3.552
H37 -2.664 -2.225 3.569
O20 -2.005 -3.747 -3.184
H38 -2.676 -3.042 -3.200
H39 -4.192 0.376 0.832
O21 -1.196 -0.025 -3.869
H40 -3.138 0.615 -2.267
H41 2.207 3.390 -0.257
H42 0.263 2.890 2.326
H43 0.632 3.305 3.719

=====

No. 3
DFT (wB97M-V/def2-TZVPD) results for a cluster of 3 separate species, C5H11O2 in total.

Output
Frontier orbital gap: 3.5 eV
LUMO: 0.4 eV
E_tot: -347.314052 Eh
Total charge: -1
E_HOMO: -3.14 eV

Element x y z (Å)
C1 1.473 0.140 -0.139
O1 2.519 -0.743 0.166
C2 0.138 -0.410 0.179
C3 -1.080 0.437 0.008
C4 -2.319 -0.070 -0.512
C5 -3.580 0.461 -0.449
H1 1.333 0.539 -1.155
H2 1.612 1.053 0.558
H3 -0.124 -1.342 -0.343
H4 0.205 -0.716 1.280
H5 -1.332 1.233 0.775
H6 -2.816 -0.562 1.317
H7 -2.145 -0.972 -1.134
H8 -4.315 -0.088 -1.124
H9 -3.858 1.246 0.194
H10 5.333 0.251 0.651
H11 3.955 -0.289 -0.112
O2 5.004 -0.169 -0.158

=====

No. 4
DFT (wB97M-V/def2-TZVPD) results for a structure of composition C6H4Br4N2S.

Output
Frontier orbital gap (alpha / beta): 7.9 / 7.8 eV
LUMO (alpha / beta): -1.7 / -1.7 eV
E_tot: -11034.650080 Eh
Total charge: 0
E_HOMO (alpha / beta): -9.54 / -9.53 eV

Element x y z (Å)
C1 -1.047 -2.566 0.057
C2 0.268 -2.949 -0.021
C3 -0.554 -0.107 0.401
C4 0.713 0.002 -0.453
C5 -1.550 -1.181 -0.021
C6 1.782 -0.980 -0.100
N1 -1.854 -3.629 0.230
N2 -1.263 -4.739 0.303
S1 0.389 -4.625 0.150
Br1 -3.140 -1.008 1.135
Br2 -2.159 -0.794 -1.888
Br3 2.437 -0.994 1.667
Br4 3.050 -1.401 -1.415
H1 -0.274 -0.306 1.440
H2 -1.071 0.854 0.364
H3 0.465 -0.109 -1.511
H4 1.123 1.014 -0.318